Entry 1:
{"formula": "C2H45O22Zr", "method": "ωB97M-V/def2-TZVPD", "species": ["Zr", "O", "H", "O", "H", "C", "C", "O", "H", "H", "H", "H", "H", "O", "H", "H", "O", "H", "H", "O", "H", "H", "O", "H", "H", "O", "H", "H", "O", "H", "H", "O", "H", "H", "O", "H", "H", "O", "H", "H", "O", "H", "H", "O", "H", "H", "O", "H", "H", "O", "H", "H", "O", "H", "H", "O", "H", "H", "O", "H", "H", "O", "H", "H", "O", "H", "H", "O", "H", "H"], "coordinates": [[0.2244, 0.0398, -0.6411], [1.8030, 0.4507, -1.6654], [2.3571, 1.0473, -2.1818], [-1.8805, -0.2475, -0.6036], [-2.3487, -0.1168, 0.2127], [0.0928, 3.9441, 1.4655], [-0.1527, 2.4142, 1.6100], [0.5057, 1.6344, 0.6132], [1.0597, 4.2352, 1.8709], [-0.6727, 4.5480, 1.9392], [0.0715, 4.1547, 0.3848], [-1.2627, 2.2595, 1.4272], [0.1554, 1.9822, 2.5669], [0.1530, -3.8161, 2.5036], [0.7043, -4.2673, 1.8453], [0.2996, -4.2886, 3.3279], [-0.6565, 1.8950, -1.7607], [0.1120, 2.4917, -1.6633], [-1.4756, 2.4403, -1.6739], [-3.6146, -1.0679, 2.0833], [-4.4136, -1.0303, 2.6109], [-3.3930, -1.9951, 1.9927], [4.7580, 0.0459, 0.3925], [4.7583, -0.0899, -0.5687], [4.3323, 0.9223, 0.6270], [2.3048, -1.3463, -4.3066], [2.4992, -0.8368, -5.0849], [2.7282, -0.8641, -3.5817], [-2.3700, -3.2585, -1.7107], [-2.7026, -3.6800, -0.8784], [-2.2780, -2.3173, -1.4924], [-2.3950, -3.7794, 1.6739], [-1.4632, -4.0231, 1.8527], [-2.8521, -4.6555, 1.6714], [2.9467, 2.3709, 1.3563], [2.1516, 2.0232, 0.9144], [2.8592, 3.3083, 1.4333], [-1.2862, 0.1513, 4.2387], [-0.6481, 0.8218, 4.5519], [-2.0446, 0.6672, 3.9516], [-2.5470, 4.0988, -1.3193], [-2.5785, 4.9168, -0.7928], [-2.7735, 4.3845, -2.2175], [-0.3398, -0.6184, -2.7411], [0.4104, -0.8343, -3.3077], [-1.1940, -0.8093, -3.1726], [2.1315, -4.0539, 0.6336], [2.7736, -3.4330, 0.9227], [2.5958, -4.6288, 0.0170], [2.1504, 0.4931, 3.3060], [2.3511, 0.1756, 4.1723], [2.3679, 1.4257, 3.2323], [-3.1584, -0.7189, -3.6643], [-3.4815, -1.5859, -3.8913], [-3.8862, -0.3709, -3.1096], [2.1403, -0.9264, 0.5907], [1.8124, -0.6803, 1.4642], [2.9839, -0.4536, 0.4651], [-3.3853, 1.4624, -2.2877], [-3.8898, 1.9589, -1.6614], [-2.8384, 0.8346, -1.7724], [0.0927, -2.3475, -0.7862], [-0.6472, -2.8360, -1.1188], [0.7790, -2.9599, -0.4536], [-0.2807, -0.8659, 1.6448], [-0.9502, -1.5366, 1.8205], [-0.1731, -0.4120, 2.4744], [3.2120, 2.5608, -3.1320], [3.4854, 2.6333, -4.0395], [3.8707, 2.9596, -2.5803]], "forces_ev_per_angstrom": [[-1.8, -0.6, 1.3], [1.1, 0.3, -0.6], [-0.2, 0.1, -0.1], [0.9, 0.0, -0.8], [-0.4, -0.1, 0.7], [0.3, -1.1, -0.6], [-1.4, -0.2, -1.1], [0.3, 0.1, 0.1], [0.0, 0.1, 0.0], [-0.2, -0.1, 0.2], [0.1, 0.1, 0.3], [1.0, 0.1, 0.6], [-0.3, 0.4, 0.2], [-0.1, -0.3, -0.1], [0.3, 0.2, 0.1], [0.0, 0.0, 0.1], [0.7, 0.9, -0.2], [-0.7, -0.1, -0.2], [0.5, -0.5, 0.1], [0.2, 0.6, -0.1], [-0.1, -0.1, 0.1], [0.1, -0.6, 0.0], [-0.8, 0.8, 0.2], [0.0, 0.5, 0.4], [0.8, -0.9, -0.7], [-0.2, -0.1, 0.8], [0.1, 0.3, -0.6], [-0.1, -0.1, -0.1], [0.0, -0.5, 1.0], [0.3, 0.7, -0.9], [-0.6, 0.3, 0.1], [-0.6, -1.4, -0.4], [0.0, 0.4, 0.3], [0.3, 1.1, 0.0], [1.1, -1.0, 0.2], [-0.7, 0.1, -0.1], [-0.1, 0.8, -0.1], [0.8, 0.5, 0.1], [-0.4, -0.5, -0.1], [-0.2, -0.1, -0.1], [-0.1, 0.6, 0.0], [0.1, -0.5, -0.2], [0.0, -0.2, 0.2], [-0.2, -0.1, -0.2], [0.0, -0.1, -0.4], [-0.1, 0.3, 0.1], [-0.9, -1.0, -0.8], [0.9, 1.2, 0.5], [0.0, -0.1, 0.0], [-0.8, -0.3, -0.9], [0.3, -0.1, 0.9], [0.4, 0.1, -0.1], [-0.4, 0.0, 0.4], [0.0, -0.7, -0.3], [0.8, 0.4, -0.3], [-0.8, 0.0, -0.3], [0.3, -0.1, 0.5], [0.2, -0.2, 0.1], [0.3, -0.3, -0.6], [-0.4, 0.4, 0.7], [-0.1, -0.1, 0.2], [2.0, 0.7, 1.0], [-1.0, -0.8, -0.6], [-0.3, 0.3, 0.0], [0.0, -0.2, -0.9], [0.0, -0.1, -0.1], [-0.1, 0.6, 0.9], [-1.0, -0.7, 0.3], [0.3, 0.2, -0.5], [0.7, 0.4, 0.2]], "lowdin_charge": [1.90, -0.39, -0.01, -0.40, -0.02, -0.06, -0.31, -0.48, 0.05, 0.07, 0.08, 0.13, 0.08, -0.04, 0.03, 0.07, -0.14, 0.08, 0.05, -0.04, 0.05, -0.01, -0.06, 0.06, 0.05, -0.03, 0.04, 0.03, -0.06, 0.06, 0.00, -0.08, 0.00, 0.08, -0.05, 0.00, 0.03, -0.05, 0.05, 0.04, -0.05, 0.07, 0.07, -0.13, 0.05, 0.07, -0.02, 0.04, 0.08, -0.02, 0.05, 0.03, -0.05, 0.05, 0.05, -0.11, 0.02, 0.02, -0.07, 0.03, -0.01, -0.10, 0.01, 0.06, -0.09, 0.05, 0.02, -0.02, 0.05, 0.05], "total_charge": 1, "gap_ev": 10.20, "multiplicity": 1, "total_energy_ha": -1805.6078, "e_homo_ha": -0.455, "fmax_ha_per_bohr": 0.046}

=====

Entry 2:
{"formula": "C6H7N3O2", "method": "ωB97M-V/def2-TZVPD", "species": ["C", "C", "C", "C", "C", "C", "H", "H", "H", "H", "H", "H", "H", "N", "N", "N", "O", "O"], "coordinates": [[-1.0125, 2.2720, 0.3713], [-0.1735, 0.9335, -0.1257], [1.1905, 1.1396, -0.1073], [2.1483, 0.0615, -0.0258], [0.2948, -1.3983, 0.0549], [-0.5809, -0.3542, -0.1055], [-2.4671, 2.1030, 0.0171], [-0.0309, 3.0122, -0.0697], [-0.8644, 2.6039, 1.8427], [1.3255, 2.2183, 0.1488], [3.9159, 0.6474, -1.1567], [3.7898, -0.9522, -0.4536], [-0.0122, -2.4196, 0.2874], [3.4923, -0.0547, 0.1878], [1.6292, -1.2754, -0.0435], [-1.9650, -0.6038, -0.0046], [-2.2536, -1.6640, 0.3961], [-2.6154, 0.4639, -0.6419]], "forces_ev_per_angstrom": [[1.1, 0.5, 0.6], [-0.1, 2.6, 2.3], [1.7, 0.5, 1.1], [-4.4, -3.0, -0.6], [2.1, -1.1, -0.4], [-0.4, -0.4, 0.6], [5.1, 1.2, 1.1], [-4.3, -0.8, 1.0], [-0.4, -1.6, -4.5], [1.5, -1.1, -0.5], [-0.9, -1.3, 4.3], [-1.1, 2.1, 2.8], [-0.3, 0.3, -0.4], [3.9, 1.2, -7.4], [-1.0, 2.8, 0.6], [0.4, 4.9, -4.0], [-3.1, -1.0, 0.7], [0.1, -5.7, 2.6]], "lowdin_charge": [-0.08, -0.23, -0.03, -0.42, -0.06, -0.20, 0.20, 0.09, 0.17, 0.09, 0.27, 0.11, 0.13, 0.05, 0.10, -0.24, 0.15, -0.11], "total_charge": 0, "gap_ev": 8.14, "multiplicity": 1, "total_energy_ha": -547.1300, "e_homo_ha": -0.352, "fmax_ha_per_bohr": 0.164, "de_lowest_kj_mol": 1193.1}

=====

Entry 3:
{"formula": "C2H7N4S", "method": "ωB97M-V/def2-TZVPD", "species": ["N", "C", "N", "N", "N", "C", "S", "H", "H", "H", "H", "H", "H", "H"], "coordinates": [[2.4082, -1.1649, -0.0605], [1.3233, -0.4773, 0.1391], [-0.0537, -0.9251, 0.3704], [-1.0038, 0.0093, 0.3747], [-2.0880, -0.1976, -0.6203], [-0.4890, 1.4241, 0.3732], [1.3880, 1.2856, 0.0248], [2.0921, -2.1710, -0.1223], [3.1337, -0.7526, -0.6450], [-1.4979, 0.0922, 1.3069], [-2.1835, -1.2489, -0.5317], [-1.8189, 0.0246, -1.4958], [-0.7585, 2.1380, -0.4586], [-0.4521, 1.9637, 1.3452]], "forces_ev_per_angstrom": [[-1.6, -2.8, 0.0], [-6.5, 2.9, 0.5], [6.9, -2.7, -0.6], [-1.8, 3.8, 0.8], [-1.0, -2.7, 5.3], [3.4, 2.4, -1.4], [-1.0, -0.6, 0.1], [1.6, 1.1, -0.2], [-0.1, -0.5, 0.4], [0.1, -1.2, -1.1], [-0.2, 1.5, -0.5], [1.8, 1.0, -3.6], [-0.7, -1.2, 1.0], [-0.9, -0.9, -0.5]], "lowdin_charge": [0.13, -0.61, 0.01, -0.30, 0.16, -0.28, 0.98, 0.17, 0.14, 0.21, 0.14, 0.05, 0.11, 0.10], "smiles": "NC1=N[N@H+](N)CS1", "total_charge": 1, "gap_ev": 10.30, "multiplicity": 1, "total_energy_ha": -697.2449, "e_homo_ha": -0.505, "fmax_ha_per_bohr": 0.145, "de_lowest_kj_mol": 265.3}

=====

Entry 4:
{"formula": "C23H29BF5MoN4OSiTe", "method": "ωB97M-V/def2-TZVPD", "species": ["Mo", "N", "C", "C", "C", "C", "C", "C", "C", "C", "N", "C", "H", "H", "H", "H", "H", "H", "H", "H", "C", "Si", "C", "C", "C", "C", "H", "H", "H", "H", "H", "H", "H", "H", "H", "B", "C", "N", "H", "H", "H", "F", "Te", "F", "F", "F", "F", "O", "C", "C", "C", "C", "C", "C", "C", "C", "N", "H", "H", "H", "H", "H", "H", "H", "H", "H"], "coordinates": [[0.1915, -0.3212, 0.3884], [-1.3463, 0.9773, 1.3654], [-1.6340, 2.2188, 0.6721], [-2.5510, 3.1300, 1.1042], [-2.7775, 4.3068, 0.3576], [-2.0927, 4.5366, -0.8012], [-1.1378, 3.6016, -1.2650], [-0.3930, 3.7613, -2.4551], [0.5103, 2.8047, -2.8194], [0.6902, 1.6805, -1.9986], [0.0124, 1.5022, -0.8802], [-0.9074, 2.4405, -0.5084], [-1.1229, 1.1488, 2.3429], [-2.1674, 0.3619, 1.3490], [-3.1116, 2.9507, 2.0134], [-3.5076, 5.0217, 0.7099], [-2.2719, 5.4333, -1.3801], [-0.5495, 4.6406, -3.0674], [1.0938, 2.8869, -3.7245], [1.4057, 0.9172, -2.2716], [-0.7604, -5.3482, 2.8535], [-1.5849, -3.8465, 3.5771], [-3.4151, -3.7944, 3.2571], [-1.1569, -3.5707, 5.3664], [-0.8415, -2.4199, 2.5977], [-0.4125, -1.6079, 1.7846], [-1.2116, -6.2520, 3.2696], [0.3063, -5.3693, 3.0800], [-0.8863, -5.3766, 1.7704], [-3.9426, -4.3796, 4.0133], [-3.6552, -4.2083, 2.2765], [-3.8010, -2.7740, 3.2917], [-1.5116, -4.4080, 5.9709], [-1.6224, -2.6625, 5.7531], [-0.0781, -3.4888, 5.5062], [3.0584, -2.2269, -2.7635], [2.0385, -1.6937, -1.7622], [1.2959, -1.2492, -0.9736], [2.6359, -3.2693, -3.1926], [4.1042, -2.2948, -2.1655], [3.0672, -1.3649, -3.6230], [-3.2057, -1.4784, 1.0326], [-2.7755, -2.0415, -0.7289], [-3.9736, -3.4085, -0.4222], [-2.5867, -2.5541, -2.4872], [-4.1871, -0.9889, -1.2839], [-1.4826, -3.3111, -0.2872], [-1.5102, -0.7201, -0.7972], [3.3390, -1.8725, 1.7926], [3.4598, -0.5337, 2.4583], [4.4874, -0.2540, 3.3400], [4.5973, 0.9971, 3.9335], [3.6827, 2.0006, 3.6541], [2.6288, 1.7770, 2.7825], [1.6580, 2.8825, 2.4785], [2.5304, 0.4992, 2.2028], [1.4922, 0.2049, 1.3571], [4.1232, -2.5395, 2.1427], [3.4358, -1.7824, 0.7095], [2.3726, -2.3358, 2.0005], [5.2157, -1.0233, 3.5603], [5.4122, 1.1927, 4.6177], [3.7901, 2.9744, 4.1148], [2.1920, 3.7614, 2.1159], [1.1210, 3.1821, 3.3805], [0.9323, 2.6049, 1.7170]], "forces_ev_per_angstrom": [[0.0, 0.1, -0.1], [-0.1, -0.1, 0.0], [0.0, 0.0, 0.0], [0.0, 0.0, 0.0], [0.0, 0.0, 0.0], [0.0, 0.0, 0.0], [0.0, 0.0, 0.0], [0.0, 0.0, 0.0], [0.0, 0.0, 0.0], [0.0, 0.0, 0.0], [0.0, 0.0, 0.1], [0.0, 0.0, 0.0], [0.0, 0.0, 0.0], [0.1, 0.0, 0.0], [0.0, 0.0, 0.0], [0.0, 0.0, 0.0], [0.0, 0.0, 0.0], [0.0, 0.0, 0.0], [0.0, 0.0, 0.0], [0.0, 0.0, 0.0], [0.0, 0.0, 0.0], [0.0, 0.0, 0.0], [0.0, 0.0, 0.0], [0.0, 0.0, 0.0], [0.1, 0.0, -0.1], [0.0, 0.2, 0.1], [0.0, 0.0, 0.0], [0.0, 0.0, 0.0], [0.0, 0.0, 0.0], [0.0, 0.0, 0.0], [0.0, 0.0, 0.0], [0.0, 0.0, 0.0], [0.0, 0.0, 0.0], [0.0, 0.0, 0.0], [0.0, 0.0, 0.0], [0.0, 0.0, -0.1], [0.0, -0.1, 0.1], [0.0, 0.0, -0.1], [0.0, 0.0, 0.0], [0.0, 0.0, 0.0], [0.0, 0.0, 0.0], [0.1, -0.2, -0.3], [0.1, -0.1, 0.1], [0.0, 0.1, -0.1], [0.0, 0.0, 0.1], [0.1, 0.1, 0.0], [-0.2, 0.1, 0.2], [0.0, -0.1, 0.1], [0.0, 0.0, 0.0], [0.0, 0.0, 0.0], [0.0, 0.0, 0.0], [0.0, 0.0, 0.0], [0.0, 0.0, 0.0], [0.0, 0.0, 0.0], [0.0, 0.0, 0.0], [0.0, 0.0, 0.0], [0.0, 0.0, -0.1], [0.0, 0.0, 0.0], [0.0, 0.0, 0.0], [0.0, 0.0, 0.0], [0.0, 0.0, 0.0], [0.0, 0.0, 0.0], [0.0, 0.0, 0.0], [0.0, 0.0, 0.0], [0.0, 0.0, 0.0], [0.0, 0.0, 0.0]], "lowdin_charge": [1.69, 0.01, -0.22, 0.02, -0.03, 0.00, -0.13, 0.04, 0.00, -0.06, -0.02, -0.17, 0.13, 0.09, 0.13, 0.12, 0.13, 0.13, 0.12, 0.11, -0.16, 0.46, -0.17, -0.18, -0.10, -0.26, 0.04, 0.04, 0.04, 0.04, 0.03, 0.03, 0.04, 0.04, 0.04, -0.35, -0.14, -0.02, 0.04, 0.03, 0.04, -0.37, 1.80, -0.33, -0.33, -0.34, -0.36, -0.69, -0.02, -0.18, -0.02, -0.03, -0.03, -0.19, -0.02, -0.22, -0.11, 0.09, 0.07, 0.07, 0.12, 0.12, 0.12, 0.10, 0.10, 0.04], "total_charge": 1, "gap_ev": 6.20, "multiplicity": 1, "total_energy_ha": -2337.7994, "e_homo_ha": -0.442, "fmax_ha_per_bohr": 0.008, "de_lowest_kj_mol": 0.0}